# 1
Here is a structure of composition C2BrIO3P from the OMol25 dataset. Energies are from the ωB97M-V functional and the def2-TZVPD basis.

For the max |F|, the calculation gives 2.07 eV/A. The value obtained for the frontier orbital gap is 6.575 eV. Its energy is -3515.08590 hartree. The calculation puts the LUMO energy at 2.89 eV. Its net charge is -1.

```
8
C2BrIO3P | the OMol25 dataset | the ωB97M-V functional and the def2-TZVPD basis
C -1.77597 0.73726 -0.79503
C 1.45303 -0.31319 0.38203
O -2.57841 1.00129 -0.02463
O -1.06408 0.49675 -1.66255
O -0.78583 -1.25361 1.35994
P -0.01336 -0.00422 1.17295
Br 2.06129 -1.99874 -0.28326
I 2.70333 1.33447 -0.14945
```

# 2
Here is a structure of composition C23H45Cl2N5O4PZn from the OMol25 dataset. Energies are from the ωB97M-V functional and the def2-TZVPD basis.

For the max |F|, the calculation gives 2.22 eV/A. The value obtained for the frontier orbital gap is 7.291 eV. Its energy is -4519.42825 hartree. The calculation puts the LUMO energy at 2.55 eV. The value obtained for the energy relative to the best compared isomer or geometry (same formula, charge and spin) is 0.0 kcal per mole. Its net charge is -1.

```
81
C23H45Cl2N5O4PZn | the OMol25 dataset | the ωB97M-V functional and the def2-TZVPD basis
O -0.10766 -1.92293 -0.11259
C 0.59980 -3.08105 -0.07970
C 0.07416 -4.03278 1.00165
C -0.77584 -3.60340 2.02090
H -1.09470 -2.55628 2.04566
C -1.19873 -4.50724 3.00562
H -1.87868 -4.15601 3.78855
C -0.73010 -5.82591 2.99541
H -1.03777 -6.51953 3.78077
C 0.12647 -6.25418 1.97064
H 0.51469 -7.27587 1.95122
C 0.48971 -5.36462 0.95918
H 1.13807 -5.66293 0.13081
H 0.47916 -3.62467 -1.03969
C 2.79929 -2.41833 -1.21677
C 2.13928 -2.88532 0.03482
H 3.87935 -2.60406 -1.19118
H 2.61383 -1.34263 -1.38448
H 2.37415 -2.97397 -2.06680
C 2.75256 -3.01666 1.22395
C 4.15475 -2.62573 1.53397
H 2.19494 -3.39707 2.07886
H 4.72942 -3.49394 1.88176
H 4.15340 -1.90161 2.35604
H 4.65341 -2.17219 0.67235
Zn 0.35788 -0.14855 0.68940
Cl -1.30190 0.06778 2.28822
Cl 2.27626 0.08033 1.84030
H -4.91340 -2.96666 0.42358
H -5.30871 -0.55526 1.18429
C -3.85309 -2.71560 0.58958
C -4.23832 -0.32769 1.08197
N -3.60983 -1.32716 0.24687
H -3.22479 -3.36069 -0.03110
C -2.83050 -0.97899 -0.80198
O -2.55991 0.17718 -1.14593
H -4.08420 0.66346 0.64824
H -2.42707 -1.86028 -1.34608
H -3.62452 -2.89208 1.65112
H -3.77724 -0.35566 2.07992
H 1.04707 1.40956 -5.12972
H -0.95150 -0.28334 -5.79939
C 1.43740 0.50763 -4.63097
C -0.46940 -0.99880 -5.11631
N 0.34861 -0.31205 -4.12809
H 2.08501 0.79078 -3.79361
C 0.08648 -0.35532 -2.79949
O 0.85125 0.07983 -1.92632
H -1.23771 -1.58499 -4.59637
H -0.89593 -0.81424 -2.57159
H 2.00406 -0.06182 -5.37829
H 0.15604 -1.66710 -5.72677
C -2.25045 3.20148 1.47814
N -0.85929 3.62471 1.61401
C -0.42208 3.43410 3.00233
P 0.22311 3.19953 0.42835
O 0.29600 1.77300 0.00742
N -0.14861 4.12460 -0.90970
C 0.44762 3.75425 -2.19380
C -1.25130 5.05940 -1.03012
N 1.62790 3.79529 1.13475
C 1.68701 5.23475 1.37865
C 2.92516 3.23292 0.78009
H -2.81317 3.82097 2.19026
H -2.35676 2.14109 1.76863
H -2.63513 3.34326 0.46476
H -0.39741 2.36775 3.28265
H 0.55994 3.88101 3.15558
H -1.16487 3.94976 3.62283
H -0.08956 2.90828 -2.65304
H 0.36620 4.62687 -2.85774
H 1.50836 3.48958 -2.07897
H -2.16458 4.55479 -1.38917
H -1.46544 5.56574 -0.08306
H -0.97002 5.80535 -1.78651
H 2.60276 5.44152 1.94370
H 1.72328 5.81535 0.44438
H 0.84060 5.58004 1.97510
H 2.89454 2.13423 0.86609
H 3.25561 3.55060 -0.22355
H 3.64555 3.59843 1.52549
```

# 3
Here is an isolated molecule of C26H40N4O4S from the OMol25 dataset. Energies are from the ωB97M-V functional and the def2-TZVPD basis.

For the max |F|, the calculation gives 1.14 eV/A. The value obtained for the frontier orbital gap is 8.194 eV. Its energy is -1932.94227 hartree. The calculation puts the LUMO energy at -0.15 eV. The value obtained for the energy relative to the best compared isomer or geometry (same formula, charge and spin) is 2.5 kcal per mole.

```
75
C26H40N4O4S | the OMol25 dataset | the ωB97M-V functional and the def2-TZVPD basis
C -2.14070 -1.75382 -1.98834
C -2.59795 -0.46014 -2.65255
C -2.98516 0.61954 -1.64167
C -4.30335 0.32162 -0.92474
N -4.75932 1.47214 -0.15541
C -6.19905 1.49862 -0.01459
C -4.09194 1.58897 1.13202
C -4.01296 3.04386 1.60698
C -3.31300 3.94226 0.58433
N -1.92769 3.58163 0.42607
C -0.90308 4.35098 0.80971
O -1.00700 5.49347 1.23136
C 0.44583 3.70723 0.65446
C 1.52042 4.51636 0.85985
N 2.80917 4.13348 0.78553
C 3.85844 5.09682 1.02736
C 3.11015 2.82823 0.47103
C 4.43584 2.37611 0.37230
C 4.70369 1.06379 0.05133
C 3.66065 0.17793 -0.18231
S 3.97897 -1.52550 -0.64235
O 5.34889 -1.82885 -0.32780
O 3.53976 -1.71185 -1.99363
N 2.91883 -2.30407 0.38641
C 3.46307 -2.42252 1.71806
C 2.16410 -3.41129 -0.17696
C 2.91394 -4.74447 -0.15090
C 2.09627 -5.80570 -0.88230
C 0.71708 -5.95168 -0.24459
C -0.01897 -4.61477 -0.24247
C 0.79816 -3.55723 0.49464
C 2.35869 0.59551 -0.09116
C 2.05860 1.91748 0.24355
C 0.64427 2.30870 0.34395
O -0.25344 1.48150 0.18117
H -1.31250 -1.55303 -1.31280
H -1.80759 -2.46774 -2.73859
H -2.94743 -2.21021 -1.42026
H -3.44306 -0.66569 -3.31451
H -1.78045 -0.07854 -3.26832
H -3.10143 1.57358 -2.15972
H -2.17168 0.72217 -0.92439
H -4.20621 -0.57403 -0.29020
H -5.06165 0.10836 -1.68303
H -6.49467 2.40096 0.51693
H -6.65797 1.52086 -1.00216
H -6.59129 0.62751 0.53633
H -3.07951 1.19602 1.03333
H -4.60440 0.98681 1.90392
H -5.01432 3.43762 1.78314
H -3.46852 3.07511 2.55270
H -3.34212 4.98499 0.90841
H -3.82127 3.83824 -0.37851
H -1.72145 2.62897 0.14529
H 1.32455 5.55172 1.10777
H 4.47683 4.78780 1.87215
H 4.48977 5.20771 0.14375
H 3.41122 6.06075 1.25850
H 5.25839 3.05013 0.54465
H 5.71572 0.69841 -0.02315
H 4.33078 -3.08778 1.75419
H 2.69290 -2.77885 2.39823
H 3.78059 -1.42858 2.03248
H 2.01121 -3.12071 -1.22104
H 3.88798 -4.61441 -0.62761
H 3.07481 -5.05842 0.88319
H 2.62208 -6.76225 -0.85465
H 1.98401 -5.51376 -1.92830
H 0.13316 -6.69482 -0.79106
H 0.82888 -6.30532 0.78327
H -0.18507 -4.28958 -1.27095
H -0.99429 -4.72640 0.23546
H 0.92527 -3.86327 1.53516
H 0.27995 -2.59730 0.48505
H 1.54758 -0.09138 -0.27297
```